[1]
Density functional theory data (wB97M-V/def2-TZVPD) for a cluster of 4 separate species, C49H36O9 in total.

Summary:
SMILES string   O=C1c2ccccc2C(=O)c2ccccc21.O=C1c2ccccc2C(=O)c2ccccc21.O=C1c2ccccc2C(=O)c2ccccc21.CCCO[C@@H]1COC(=O)C1
Total charge   0

Last column: Mulliken charge in e.
Cartesian coordinates (Å):
1 O 2.291 -5.164 5.969  -0.6913
2 C 2.403 -4.722 7.099  0.4786
3 C 1.859 -3.388 7.442  0.1047
4 C 1.197 -2.642 6.467  -0.4900
5 C 0.649 -1.407 6.790  -0.3049
6 C 0.759 -0.911 8.087  -0.6822
7 C 1.434 -1.644 9.057  -0.5993
8 C 1.991 -2.881 8.736  0.3147
9 C 2.723 -3.645 9.771  0.6498
10 O 2.886 -3.178 10.885  -0.6730
11 C 3.249 -4.988 9.434  0.1537
12 C 3.910 -5.733 10.410  -0.5479
13 C 4.378 -7.008 10.114  -0.4563
14 C 4.188 -7.543 8.841  -0.4652
15 C 3.543 -6.797 7.861  -0.5235
16 C 3.076 -5.514 8.154  0.2055
17 H 1.103 -3.025 5.456  0.5269
18 H 0.130 -0.831 6.032  0.4153
19 H 0.320 0.048 8.342  0.4039
20 H 1.521 -1.250 10.065  0.4607
21 H 4.057 -5.324 11.405  0.4597
22 H 4.888 -7.588 10.876  0.3924
23 H 4.545 -8.541 8.613  0.3936
24 H 3.401 -7.218 6.871  0.4555
25 O 4.187 2.868 -1.953  -0.6717
26 C 3.294 2.057 -2.130  0.5729
27 C 2.761 1.811 -3.490  0.2379
28 C 3.301 2.500 -4.577  -0.6143
29 C 2.833 2.247 -5.861  -0.5570
30 C 1.827 1.305 -6.066  -0.4033
31 C 1.275 0.630 -4.983  -0.6536
32 C 1.737 0.886 -3.692  0.3481
33 C 1.130 0.174 -2.544  0.4699
34 O 0.199 -0.594 -2.714  -0.6835
35 C 1.677 0.405 -1.187  0.1585
36 C 1.138 -0.286 -0.102  -0.7175
37 C 1.666 -0.102 1.171  -0.4905
38 C 2.733 0.772 1.364  -0.6071
39 C 3.263 1.473 0.287  -0.5614
40 C 2.733 1.295 -0.991  0.3090
41 H 4.088 3.231 -4.424  0.4772
42 H 3.257 2.780 -6.706  0.4496
43 H 1.471 1.099 -7.070  0.4005
44 H 0.488 -0.099 -5.148  0.4580
45 H 0.309 -0.972 -0.246  0.6290
46 H 1.247 -0.644 2.013  0.5625
47 H 3.151 0.908 2.356  0.4032
48 H 4.093 2.155 0.445  0.4644
49 O -2.584 7.798 -9.522  -0.6716
50 C -2.243 6.704 -9.106  0.5783
51 C -2.842 5.469 -9.661  0.1554
52 C -3.790 5.560 -10.681  -0.5643
53 C -4.328 4.404 -11.235  -0.4522
54 C -3.922 3.154 -10.773  -0.4817
55 C -2.992 3.059 -9.745  -0.4983
56 C -2.454 4.217 -9.182  0.1889
57 C -1.477 4.107 -8.075  0.4940
58 O -1.179 3.016 -7.620  -0.6789
59 C -0.863 5.340 -7.534  0.1513
60 C 0.086 5.248 -6.515  -0.5187
61 C 0.693 6.398 -6.024  -0.5778
62 C 0.355 7.644 -6.548  -0.4701
63 C -0.601 7.741 -7.554  -0.6551
64 C -1.216 6.589 -8.046  0.3648
65 H -4.105 6.531 -11.049  0.4603
66 H -5.061 4.477 -12.031  0.3955
67 H -4.333 2.252 -11.214  0.3979
68 H -2.683 2.083 -9.386  0.4633
69 H 0.358 4.280 -6.105  0.6195
70 H 1.433 6.324 -5.234  0.4501
71 H 0.836 8.540 -6.171  0.3898
72 H -0.862 8.715 -7.955  0.4658
73 C -2.692 -0.684 1.344  -0.6509
74 C -2.898 -2.104 0.571  -0.4021
75 C -4.182 -2.925 1.117  -0.4494
76 O -3.839 -3.942 2.092  -0.4301
77 C -3.195 -3.384 3.237  0.3669
78 C -2.777 -4.384 4.444  -0.4601
79 O -2.327 -3.389 5.439  -0.3057
80 C -2.778 -2.048 5.177  0.5206
81 O -2.318 -0.973 5.576  -0.5536
82 C -4.014 -2.343 4.169  -0.6167
83 H -1.804 -0.792 2.065  -0.0148
84 H -2.520 0.180 0.605  0.2844
85 H -3.601 -0.439 2.005  0.2853
86 H -2.981 -1.895 -0.543  0.3959
87 H -1.942 -2.713 0.762  0.2654
88 H -4.995 -2.228 1.502  0.2661
89 H -4.612 -3.457 0.190  0.3201
90 H -2.207 -2.811 3.102  0.0098
91 H -1.967 -5.102 4.073  0.2761
92 H -3.662 -4.848 5.012  0.3098
93 H -4.515 -1.454 3.674  0.3026
94 H -4.758 -2.915 4.823  0.3120

Atoms 1-2, force components in eV/Å:
O 0.04 0.07 0.26
C -0.13 -0.25 -0.86

[2]
Density functional theory data (wB97M-V/def2-TZVPD) for a structure of composition C49H38Br2N5O6PS2SiSn.

Summary:
Relative energy (zero: lowest compared OMol25 entry of this formula, charge and spin)   78.2 kJ/mol
Total charge   0

Last column: Mulliken charge in e.
Cartesian coordinates (Å):
1 Sn -1.356 -0.053 -0.071  1.8520
2 N 6.473 0.898 -1.716  -0.5627
3 C 5.162 1.323 -1.628  1.0475
4 C 4.500 1.813 -2.759  -0.9190
5 C 3.194 2.238 -2.671  -0.6923
6 C 2.536 2.184 -1.443  -0.2414
7 C 3.181 1.720 -0.308  0.1420
8 C 4.493 1.310 -0.401  -0.7904
9 S 0.841 2.613 -1.513  0.9126
10 O 0.695 3.912 -2.112  -0.7321
11 O 0.334 1.513 -2.487  0.3066
12 N -0.035 2.318 -0.252  0.7412
13 C 0.283 2.871 0.974  0.0409
14 N 1.249 3.787 1.096  -0.4622
15 C 1.378 4.358 2.287  -0.5213
16 C 0.564 4.039 3.361  -0.8389
17 C -0.356 3.030 3.140  -0.5219
18 N -0.497 2.427 1.967  0.2293
19 H 6.802 0.641 -2.630  0.2042
20 H 6.810 0.310 -0.974  0.2100
21 H 5.011 1.834 -3.715  0.3141
22 H 2.681 2.608 -3.550  0.4241
23 H 2.659 1.653 0.636  0.1483
24 H 5.006 0.950 0.484  0.3174
25 H 2.165 5.100 2.373  0.5004
26 H 0.655 4.530 4.318  0.4360
27 H -1.004 2.678 3.936  0.5503
28 O 1.462 -0.374 -0.446  -0.1194
29 S 1.382 -1.521 -1.370  1.4137
30 O 2.240 -1.421 -2.526  -0.7418
31 O -0.023 -1.824 -1.688  -0.6364
32 C 1.948 -2.898 -0.389  0.2180
33 C 2.833 -3.803 -0.961  -0.6907
34 C 3.279 -4.890 -0.227  -0.7394
35 C 2.843 -5.061 1.079  -0.8403
36 C 1.954 -4.160 1.645  -0.4750
37 C 1.485 -3.064 0.924  -0.8899
38 P 0.302 -1.882 1.722  0.9459
39 C -0.601 -3.045 2.803  0.4247
40 C -1.662 -3.720 2.202  -0.9732
41 C -2.342 -4.712 2.892  -0.6435
42 C -1.984 -5.020 4.196  -0.5761
43 C -0.957 -4.323 4.817  -0.7212
44 C -0.265 -3.340 4.123  -0.0347
45 C 1.386 -0.977 2.869  0.5975
46 C 0.807 -0.293 3.938  -0.4848
47 C 1.590 0.464 4.794  -0.8143
48 C 2.954 0.586 4.566  -0.7056
49 C 3.532 -0.067 3.487  -0.5250
50 C 2.755 -0.853 2.646  -0.6437
51 H 3.163 -3.624 -1.976  0.5544
52 H 3.960 -5.605 -0.673  0.4128
53 H 3.196 -5.901 1.665  0.4358
54 H 1.622 -4.317 2.663  0.4765
55 H -1.962 -3.458 1.194  0.3956
56 H -3.169 -5.226 2.420  0.5458
57 H -2.514 -5.795 4.735  0.3817
58 H -0.690 -4.547 5.842  0.4294
59 H 0.536 -2.799 4.611  0.4042
60 H -0.265 -0.360 4.099  0.5617
61 H 1.135 0.969 5.639  0.4739
62 H 3.563 1.195 5.222  0.4083
63 H 4.595 0.029 3.301  0.4249
64 H 3.212 -1.361 1.807  0.2370
65 Br -5.170 -2.491 2.574  -0.1863
66 C -4.966 -0.620 2.431  0.0624
67 C -5.790 0.200 3.217  -0.3852
68 C -5.704 1.557 3.131  -0.0523
69 Br -6.820 2.620 4.243  -0.2488
70 C -4.797 2.163 2.235  0.8252
71 C -4.661 3.557 2.046  -0.9239
72 C -3.761 4.037 1.140  -1.2134
73 C -2.971 3.129 0.419  -0.3696
74 N -3.059 1.831 0.580  0.8093
75 C -3.959 1.324 1.461  -0.3015
76 C -4.005 -0.117 1.560  0.0766
77 O -3.214 -0.861 0.834  -0.6324
78 H -6.501 -0.256 3.892  0.4342
79 H -5.287 4.230 2.617  0.3420
80 H -3.640 5.100 0.980  0.4915
81 H -2.238 3.481 -0.297  0.4340
82 C 1.822 -0.171 -7.282  -0.4862
83 C 1.744 -0.845 -6.069  -1.0587
84 C 0.990 -0.322 -5.031  0.5825
85 C 0.296 0.883 -5.199  0.5274
86 C 0.392 1.555 -6.419  -0.7120
87 C 1.154 1.033 -7.455  -0.6634
88 Si -0.728 1.579 -3.836  0.3134
89 C -2.241 0.624 -3.394  0.4238
90 C -3.438 1.305 -3.163  -0.2517
91 C -4.587 0.620 -2.795  -0.6267
92 C -4.550 -0.757 -2.643  -0.4908
93 C -3.370 -1.454 -2.883  -0.2995
94 C -2.228 -0.772 -3.269  -0.1196
95 H 2.408 -0.584 -8.094  0.3841
96 H 2.274 -1.780 -5.931  0.4320
97 H 0.971 -0.838 -4.075  0.1964
98 H -0.131 2.495 -6.560  0.3574
99 H 1.228 1.567 -8.394  0.3932
100 H -1.107 2.974 -4.116  -0.3679
101 H -3.473 2.384 -3.275  0.3572
102 H -5.506 1.163 -2.613  0.4098
103 H -5.439 -1.291 -2.334  0.4001
104 H -3.339 -2.529 -2.763  0.4033
105 H -1.319 -1.327 -3.454  0.1525

Atoms 1-2, force components in eV/Å:
Sn -0.44 0.16 -0.14
N 0.02 0.10 0.00

| no. | largest force on an atom (hartree/bohr) | highest occupied orbital energy (Eh) | electronic energy (a.u.) |
| --- | --- | --- | --- |
| 1 | 0.085 | -0.352 | -2565.9780 |
| 2 | 0.020 | -0.280 | -9404.9518 |